# 1
Density functional theory data (ωB97M-V/def2-TZVPD) for a 4-piece molecular cluster, C13H30NO6 overall.

```
50
Properties=species:S:1:pos:R:3
C 0.94 -1.67 -1.11
C 0.12 -2.43 -2.15
N -1.31 -2.16 -2.23
C -1.99 -2.30 -0.93
C -3.51 -2.43 -1.05
C -4.20 -1.06 -0.76
O -3.84 -0.52 0.31
O -5.04 -0.67 -1.60
C -1.61 -0.92 -2.90
C -1.45 0.37 -2.14
O -1.97 -0.91 -4.05
H 1.12 -0.64 -1.39
H 0.46 -1.68 -0.13
H 1.91 -2.15 -0.99
H 0.23 -3.50 -2.00
H 0.54 -2.21 -3.14
H -1.82 -1.45 -0.27
H -1.54 -3.17 -0.46
H -3.84 -3.12 -0.27
H -3.79 -2.81 -2.03
H -0.55 0.88 -2.51
H -2.30 1.00 -2.38
H -1.40 0.24 -1.06
C 6.68 -1.79 -1.37
C 5.25 -2.20 -1.66
O 4.35 -1.80 -0.64
H 7.01 -2.21 -0.41
H 7.36 -2.14 -2.15
H 6.77 -0.70 -1.30
H 5.17 -3.29 -1.71
H 4.93 -1.80 -2.63
H 4.36 -0.84 -0.58
C -1.36 4.43 0.42
C -0.71 3.18 -0.15
O 0.11 2.52 0.81
H -0.59 5.13 0.77
H -1.97 4.93 -0.34
H -2.00 4.18 1.26
H -0.06 3.43 -0.98
H -1.48 2.49 -0.51
H -0.46 2.25 1.54
C -0.55 1.76 5.80
C -1.05 2.43 4.53
O -1.38 1.50 3.51
H 0.32 1.14 5.58
H -0.28 2.50 6.55
H -1.33 1.12 6.22
H -0.27 3.07 4.10
H -1.91 3.07 4.75
H -2.08 0.92 3.83
```

**F_max**: 0.0078 Eh/bohr
**Lowest unoccupied orbital energy**: 2.49 eV
**Net charge**: -1
**Kohn-Sham gap**: 0.245 Ha
**E_HOMO**: -0.15357 Ha

=====

# 2
Density functional theory data (ωB97M-V/def2-TZVPD) for a 2-piece molecular cluster, C5H11O2 overall in a non-equilibrium geometry.

```
18
Properties=species:S:1:pos:R:3
C -0.56 1.42 -0.28
O -1.35 1.92 -1.27
C 0.31 0.17 -0.66
C 1.45 -0.07 0.37
C 1.18 -1.11 1.44
C 1.76 -2.30 1.36
H 0.18 2.15 0.15
H -1.31 1.15 0.50
H 0.82 0.14 -1.63
H -0.43 -0.64 -0.67
H 2.38 -0.31 -0.15
H 1.55 0.88 0.90
H 0.49 -0.82 2.23
H 2.35 -2.51 0.47
H 1.67 -3.10 2.08
H -3.64 0.24 -1.44
H -3.00 1.64 -1.75
O -3.85 1.14 -1.68
```

**F_max**: 0.0293 Eh/bohr
**Lowest unoccupied orbital energy**: 3.65 eV
**Net charge**: -1
**Kohn-Sham gap**: 0.236 Ha
**E_HOMO**: -0.10210 Ha

=====

# 3
Density functional theory data (ωB97M-V/def2-TZVPD) for a 2-piece molecular cluster, C4H6F3N3OS overall in a non-equilibrium geometry.

```
18
Properties=species:S:1:pos:R:3
C 1.79 -0.14 -0.72
C 2.02 1.97 0.57
C 1.74 1.35 -0.74
C 1.42 -2.24 0.47
N 2.01 2.54 1.59
N 1.49 -0.77 0.34
N -1.73 -0.09 0.30
O -1.35 1.61 -1.87
F 2.57 1.70 -1.79
F 0.11 -2.48 0.73
F 1.67 -2.96 -0.66
S -2.35 1.22 -0.47
H 2.09 -0.67 -1.66
H 0.70 1.65 -1.09
H 2.03 -2.60 1.27
H -1.79 2.11 -2.53
H -0.96 0.06 1.07
H -2.19 -0.91 0.06
```

**F_max**: 0.0844 Eh/bohr
**Lowest unoccupied orbital energy**: 0.29 eV
**SMILES**: N#C[C@@H](F)/C=N/C(F)F.NSO
**Kohn-Sham gap**: 0.335 Ha
**E_HOMO**: -0.32434 Ha

=====

# 4
Density functional theory data (ωB97M-V/def2-TZVPD) for C18H50B2N2NaO2Sn as an isolated structure in a non-equilibrium geometry.

```
76
Properties=species:S:1:pos:R:3
Na 0.24 -1.42 1.32
Sn -2.26 1.70 0.20
B -2.42 -1.34 1.12
H -1.62 -1.22 0.33
H -3.40 -1.59 0.58
H -2.15 -2.24 1.78
H -2.55 -0.36 1.75
B 0.69 0.90 0.50
H 1.76 0.72 0.88
H 0.00 0.67 1.35
H 0.57 1.98 0.12
H 0.41 0.20 -0.33
C 3.73 -1.69 1.03
C 3.10 -3.01 0.51
N 2.03 -3.41 1.41
C 2.42 -3.77 2.77
C 3.26 -5.03 3.00
C 1.27 -4.54 0.79
C -0.10 -4.82 1.42
H 4.53 -1.28 0.41
H 4.31 -1.89 1.94
H 2.97 -1.02 1.40
H 2.57 -2.81 -0.42
H 3.82 -3.83 0.37
H 2.77 -2.91 3.35
H 1.46 -3.93 3.26
H 2.69 -5.91 2.68
H 4.20 -5.06 2.45
H 3.49 -5.27 4.04
H 1.92 -5.41 0.68
H 1.12 -4.26 -0.25
H -0.75 -5.24 0.66
H -0.57 -3.89 1.75
H 0.01 -5.51 2.25
C -0.62 -1.39 -4.20
C -0.88 -0.61 -2.92
N -1.89 0.46 -2.96
C -1.65 1.54 -3.90
C -0.25 2.15 -3.63
C -3.21 -0.14 -3.26
C -3.79 -1.05 -2.19
H -1.40 -2.08 -4.54
H 0.25 -2.05 -4.18
H -0.46 -0.67 -5.00
H -1.01 -1.19 -2.00
H 0.07 -0.17 -2.60
H -2.38 2.35 -3.83
H -1.72 1.24 -4.95
H -0.11 2.34 -2.57
H -0.14 3.15 -4.07
H 0.58 1.55 -4.01
H -3.90 0.69 -3.45
H -3.21 -0.63 -4.25
H -3.12 -1.90 -2.00
H -3.79 -0.48 -1.26
H -4.73 -1.49 -2.53
C 0.49 3.38 3.56
C -1.00 3.61 3.50
O -1.59 3.80 2.45
C -1.76 3.53 4.80
H 1.02 4.31 3.75
H 0.91 2.94 2.65
H 0.69 2.58 4.28
H -2.44 4.36 5.00
H -1.17 3.35 5.70
H -2.31 2.62 4.56
C 0.37 5.65 -2.28
C 0.01 4.77 -1.10
O -1.15 4.35 -1.10
C 0.94 4.52 0.03
H -0.43 5.73 -3.01
H 1.22 5.20 -2.82
H 0.76 6.59 -1.89
H 1.14 5.52 0.44
H 1.86 3.97 -0.13
H 0.33 4.07 0.81
```

**F_max**: 0.0628 Eh/bohr
**Lowest unoccupied orbital energy**: -4.62 eV
**Net charge**: +1
**Kohn-Sham gap**: 0.255 Ha
**E_HOMO**: -0.42482 Ha

=====

# 5
Density functional theory data (ωB97M-V/def2-TZVPD) for a 6-piece molecular cluster, C6H22O6 overall in a non-equilibrium geometry.

```
34
Properties=species:S:1:pos:R:3
O 2.10 1.74 -1.76
C 2.30 0.58 -1.48
C 1.24 -0.14 -0.70
C 1.65 -0.97 0.51
C 2.37 -0.04 1.55
C 1.39 1.04 2.08
C 0.23 0.44 2.91
H 3.24 0.01 -1.65
H 0.75 -0.82 -1.42
H 0.42 0.54 -0.49
H 0.82 -1.33 1.11
H 2.32 -1.79 0.27
H 2.73 -0.73 2.34
H 3.29 0.44 1.17
H 2.01 1.74 2.64
H 1.01 1.62 1.23
H 0.47 0.44 3.96
H 0.05 -0.60 2.64
H -0.68 0.95 2.59
H -0.23 0.95 -3.18
H 0.21 2.22 -2.54
O -0.51 1.87 -3.12
H -3.24 -0.56 0.64
H -2.93 -0.09 -0.84
O -2.95 -0.85 -0.23
H -1.93 1.83 -2.10
H -3.35 1.43 -2.51
O -2.82 1.57 -1.71
H -2.10 -2.60 2.47
H -1.70 -1.54 1.40
O -1.80 -1.67 2.37
H -1.86 -1.32 -2.35
H -1.39 -2.61 -3.03
O -1.11 -1.73 -2.78
```

**F_max**: 0.0445 Eh/bohr
**Lowest unoccupied orbital energy**: 0.43 eV
**SMILES**: CCCCCC=O.O.O.O.O.O
**Kohn-Sham gap**: 0.388 Ha
**E_HOMO**: -0.37247 Ha

=====

# 6
Density functional theory data (ωB97M-V/def2-TZVPD) for a 3-piece molecular cluster, C2H9NS overall in a non-equilibrium geometry.

```
13
Properties=species:S:1:pos:R:3
N -2.74 1.73 -0.73
H -2.51 1.50 -1.69
H 3.85 -0.66 -1.52
H -3.76 1.57 -0.74
H -2.36 0.95 -0.22
C 1.12 -0.73 1.33
C -0.12 -0.32 0.59
S 0.23 -2.06 0.48
H 3.85 -1.36 -1.64
H 2.10 -0.57 0.88
H 1.12 -0.44 2.37
H 0.15 0.29 -0.26
H -0.93 0.11 1.16
```

**F_max**: 0.0379 Eh/bohr
**Lowest unoccupied orbital energy**: 0.85 eV
**SMILES**: [H][H].C1CS1.N
**Kohn-Sham gap**: 0.363 Ha
**E_HOMO**: -0.33206 Ha